[1]
15
Properties=species:S:1:pos:R:3:forces:R:3:lowdin_charge:R:1 method="wB97M-V/def2-TZVPD" e_homo_ev=-8.64 gap_ev=9.29 e_above_lowest_kcal_mol=40.6
C -2.303 -1.095 -0.029 0.1 0.0 -0.1 -0.15
N -1.817 0.254 -0.031 0.1 1.0 -0.9 0.01
C -0.580 0.550 -0.003 -2.7 -0.8 2.6 -0.49
O -0.287 1.888 0.062 0.8 0.0 -0.4 0.04
N 0.359 -0.401 0.337 0.5 1.0 -2.2 0.16
C 1.568 -0.124 -0.009 1.2 -1.1 1.3 -0.49
N 2.237 1.049 -0.032 -0.2 0.2 -0.7 0.19
O 2.401 -1.171 -0.201 0.7 0.4 0.4 0.09
H -2.948 -1.220 -0.902 0.0 -0.1 0.1 0.07
H -1.510 -1.845 -0.049 0.0 0.0 0.1 0.06
H -2.920 -1.231 0.860 0.0 -0.1 0.0 0.07
H -1.133 2.355 0.017 -0.1 -0.3 -0.1 0.11
H 3.225 1.091 0.142 0.0 -0.3 -0.4 0.12
H 1.732 1.898 -0.223 -0.1 -0.1 0.4 0.09
H 1.976 -1.998 0.062 -0.4 0.2 -0.1 0.12

=====

[2]
13
Properties=species:S:1:pos:R:3:forces:R:3:lowdin_charge:R:1 method="wB97M-V/def2-TZVPD" e_homo_ev=-9.79 gap_ev=10.93 smiles="C=CC(F)C=C" e_above_lowest_kcal_mol=22.1
C -2.508 -0.283 0.001 1.2 -0.7 -0.1 0.04
C -1.213 -0.356 -0.396 -2.8 -0.1 -0.7 -0.13
C -0.068 0.153 0.371 -0.1 0.3 0.3 -0.40
F 0.316 1.409 -0.063 -0.2 0.8 -0.5 -0.01
C 1.125 -0.702 0.287 2.4 -1.1 0.2 -0.12
C 2.332 -0.376 -0.233 -2.0 0.1 0.7 0.04
H -3.359 -0.678 -0.600 0.9 0.4 0.4 0.07
H -2.724 0.043 1.017 -0.2 0.2 -0.2 0.06
H -1.034 -0.796 -1.360 0.3 0.0 -0.4 0.10
H -0.447 0.292 1.381 0.4 -0.1 0.5 0.14
H 1.069 -1.689 0.767 -0.2 0.4 -0.1 0.11
H 2.477 0.558 -0.751 0.1 0.2 0.1 0.06
H 3.170 -1.021 -0.067 0.2 -0.4 -0.3 0.05

=====

[3]
139
Properties=species:S:1:pos:R:3:forces:R:3:lowdin_charge:R:1 method="wB97M-V/def2-TZVPD" e_homo_ev=-8.46 gap_ev=8.88 smiles="COCCNCCOC.COCCNCCOC.COCCNCCOC.COCCNCCOC.COCCNCCOC.NC(N)=O.NC(N)=O.O" e_above_lowest_kcal_mol=147.0
C -9.007 -2.317 2.558 -1.0 0.8 -1.2 -0.11
O -9.974 -1.682 3.403 0.8 0.5 0.0 -0.20
C -10.041 -2.122 4.763 -0.2 -0.2 -0.4 -0.20
C -10.625 -1.113 5.799 0.8 -0.6 -1.6 -0.21
N -9.817 0.116 5.904 -1.5 0.6 0.6 -0.03
C -10.650 1.137 6.648 2.0 -1.1 2.0 -0.17
C -10.695 0.738 8.149 -1.1 -0.6 0.4 -0.27
O -9.485 0.477 8.822 0.8 0.7 1.0 -0.18
C -9.572 0.786 10.238 0.4 0.1 -0.6 -0.10
H -7.958 -2.079 2.734 -0.1 0.1 0.6 0.09
H -9.270 -1.929 1.574 0.3 0.5 -0.1 0.08
H -9.119 -3.372 2.306 -0.2 -0.5 1.2 0.08
H -9.048 -2.449 5.072 0.1 0.0 0.2 0.12
H -10.702 -2.982 4.656 -0.1 -0.3 0.9 0.12
H -10.651 -1.708 6.712 0.0 0.4 0.3 0.11
H -11.637 -0.848 5.496 -0.4 -0.2 0.0 0.11
H -9.696 0.408 4.944 0.2 0.3 -0.2 0.09
H -11.691 1.275 6.357 -0.1 -0.3 -0.4 0.11
H -10.210 2.124 6.786 0.5 0.0 -1.2 0.11
H -11.274 -0.163 8.354 -0.6 -0.1 -0.5 0.11
H -11.228 1.552 8.640 -0.1 0.2 0.2 0.11
H -9.628 1.863 10.399 -0.1 0.2 -0.2 0.08
H -8.683 0.449 10.772 0.2 -0.2 -0.6 0.08
H -10.398 0.337 10.790 -0.4 -0.3 -0.5 0.08
C 16.371 0.887 2.379 -0.4 0.2 -0.8 -0.14
O 15.686 -0.280 2.716 -1.1 -0.2 -0.2 -0.20
C 14.710 -0.032 3.737 1.0 -1.8 0.0 -0.20
C 13.848 -1.303 4.017 0.4 0.2 -0.9 -0.19
N 13.057 -1.854 2.892 1.1 -0.1 -0.1 -0.06
C 12.300 -3.062 3.176 -1.2 0.0 -0.3 -0.20
C 11.655 -3.747 1.919 1.1 1.5 1.1 -0.20
O 10.701 -2.836 1.407 0.5 -0.5 1.1 -0.20
C 9.845 -3.482 0.538 -0.6 1.2 -1.4 -0.15
H 16.654 1.504 3.231 0.6 -0.3 0.4 0.08
H 15.738 1.565 1.806 -0.3 0.1 -0.3 0.08
H 17.174 0.575 1.710 0.3 0.3 0.4 0.09
H 14.160 0.898 3.593 -0.2 0.0 -0.2 0.12
H 15.399 0.047 4.577 -0.7 0.5 0.9 0.12
H 13.339 -1.102 4.959 -0.8 0.3 0.0 0.10
H 14.543 -2.084 4.326 0.2 -0.1 -0.3 0.11
H 12.403 -1.236 2.434 0.3 0.5 0.2 0.11
H 11.452 -2.694 3.754 -0.6 -0.6 0.4 0.11
H 12.793 -3.802 3.805 0.5 0.2 -0.2 0.11
H 11.197 -4.687 2.229 -0.1 -0.1 0.0 0.12
H 12.365 -3.900 1.107 0.4 -0.4 0.2 0.12
H 9.074 -4.091 1.011 0.0 -0.1 0.2 0.09
H 10.366 -4.055 -0.229 0.2 -0.3 0.0 0.09
H 9.422 -2.624 0.016 -0.8 -0.4 -0.3 0.09
C 3.192 2.601 4.082 0.5 0.2 1.7 -0.05
O 3.400 3.284 5.365 0.2 0.1 -2.3 -0.20
C 2.390 2.981 6.243 -0.6 0.7 2.2 -0.28
C 2.504 3.873 7.499 -0.4 0.1 0.2 -0.21
N 2.362 5.312 7.251 1.2 0.7 -0.8 -0.05
C 3.678 5.937 6.921 -0.1 -0.1 -0.3 -0.20
C 3.732 7.482 6.548 -0.7 -1.8 2.2 -0.16
O 3.473 8.296 7.730 1.3 0.1 -1.0 -0.20
C 4.626 8.280 8.588 -0.9 0.1 0.0 -0.11
H 3.190 1.552 4.377 0.1 -0.3 -0.7 0.08
H 4.015 2.876 3.422 0.0 -0.2 0.2 0.09
H 2.240 2.834 3.606 -0.1 0.3 0.2 0.08
H 2.453 1.960 6.618 -0.1 -0.5 -0.3 0.12
H 1.392 3.178 5.851 -0.2 -0.2 -0.5 0.12
H 3.410 3.598 8.040 0.3 0.4 0.0 0.12
H 1.685 3.700 8.197 -0.1 -0.9 -0.1 0.11
H 1.849 5.333 6.381 -0.5 0.4 -0.1 0.09
H 4.146 5.364 6.121 0.0 0.2 -0.5 0.09
H 4.315 5.648 7.756 0.1 0.7 0.3 0.10
H 2.976 7.731 5.804 0.1 0.0 0.1 0.12
H 4.740 7.619 6.157 0.0 0.4 -0.1 0.11
H 4.531 9.019 9.384 -0.7 -0.2 0.2 0.08
H 5.549 8.630 8.126 0.1 -0.5 -0.7 0.08
H 4.676 7.268 8.991 0.6 0.2 0.3 0.07
C -11.895 2.262 -3.991 0.9 -0.8 0.1 -0.11
O -11.325 2.270 -2.691 0.1 0.0 -0.6 -0.20
C -11.504 3.495 -2.027 -0.2 -0.9 1.2 -0.24
C -10.927 3.336 -0.586 -0.4 -0.2 -0.9 -0.20
N -9.496 3.049 -0.440 1.1 2.8 -0.9 -0.02
C -8.676 4.218 -1.008 0.1 -0.4 -1.3 -0.17
C -7.280 3.768 -1.474 0.7 0.6 2.3 -0.28
O -7.297 2.777 -2.413 -0.5 -1.4 -2.2 -0.19
C -7.554 3.267 -3.752 -0.3 -0.6 0.7 -0.07
H -12.972 2.421 -4.049 -0.1 0.3 0.4 0.09
H -11.709 1.250 -4.352 0.0 0.1 -0.2 0.09
H -11.364 2.963 -4.635 -0.1 0.2 -0.2 0.08
H -12.586 3.590 -1.933 -0.3 0.7 0.2 0.12
H -11.110 4.346 -2.582 0.2 0.1 -0.1 0.11
H -11.472 2.519 -0.113 0.0 -0.1 -0.1 0.11
H -11.235 4.235 -0.052 0.5 0.1 0.2 0.11
H -9.203 2.297 -1.047 -0.4 -0.5 -0.1 0.09
H -8.634 5.144 -0.435 0.0 -0.5 0.8 0.12
H -9.041 4.605 -1.959 -1.0 -0.1 -0.2 0.08
H -6.755 3.411 -0.588 0.1 -0.6 0.1 0.12
H -6.573 4.510 -1.844 -0.6 1.1 0.1 0.12
H -7.619 2.427 -4.443 0.2 -0.2 0.3 0.09
H -6.766 3.936 -4.100 0.1 0.2 0.2 0.09
H -8.526 3.758 -3.794 0.0 0.2 0.0 0.07
C 6.146 -2.423 -11.446 -1.5 -0.1 1.8 -0.05
O 5.034 -3.161 -10.759 1.0 -0.2 -0.7 -0.20
C 4.994 -4.590 -10.921 0.1 -0.5 -0.7 -0.24
C 4.002 -5.337 -10.025 -0.6 0.9 -0.1 -0.21
N 2.616 -5.026 -10.462 -0.4 -1.0 1.3 -0.05
C 1.531 -5.503 -9.538 0.9 -0.5 -0.5 -0.18
C 1.552 -7.001 -9.190 -0.4 -0.7 0.7 -0.23
O 2.473 -7.319 -8.167 1.9 -0.1 0.9 -0.23
C 2.461 -8.612 -7.524 -0.2 0.8 -0.6 -0.09
H 5.714 -1.444 -11.654 -0.1 -0.2 -0.6 0.08
H 6.615 -2.877 -12.319 -0.4 -0.3 0.1 0.08
H 6.886 -2.180 -10.684 0.3 -0.5 0.0 0.07
H 5.966 -5.076 -10.837 0.4 0.3 0.5 0.11
H 4.689 -4.849 -11.934 -0.2 0.3 -0.4 0.11
H 4.216 -5.185 -8.967 -0.2 0.6 0.3 0.11
H 4.131 -6.417 -10.097 0.2 0.0 -0.6 0.11
H 2.470 -4.035 -10.592 0.3 0.2 0.0 0.10
H 0.588 -5.295 -10.044 0.0 -0.1 0.0 0.11
H 1.485 -5.005 -8.569 0.3 0.4 0.2 0.11
H 1.730 -7.670 -10.032 -0.1 0.2 -0.4 0.12
H 0.618 -7.264 -8.693 -0.8 0.2 -0.7 0.11
H 1.654 -8.687 -6.796 -0.3 0.0 -0.1 0.08
H 3.391 -8.752 -6.972 0.1 0.5 -0.1 0.08
H 2.414 -9.453 -8.215 -0.2 0.1 -0.3 0.08
N -0.575 1.293 -9.983 -5.9 0.7 1.9 0.17
C 0.538 1.137 -10.564 3.1 -0.2 -1.0 -0.84
N 1.483 0.887 -9.672 3.1 -0.9 1.3 0.15
O 0.782 1.260 -11.726 0.2 0.6 -2.8 0.06
H -1.318 1.736 -10.505 -0.2 -0.5 0.5 0.13
H -0.627 0.926 -9.043 -0.9 0.7 -0.3 0.12
H 2.406 0.858 -10.081 0.0 -0.5 0.6 0.11
H 1.270 0.570 -8.737 0.6 0.2 -0.3 0.10
N -1.569 -1.212 -1.599 -4.0 2.2 1.6 0.17
C -0.584 -1.668 -2.295 1.8 -1.2 0.7 -0.82
N 0.079 -2.605 -1.621 2.0 -2.3 0.9 0.14
O -0.197 -1.315 -3.359 0.3 1.4 -3.2 0.06
H -2.126 -0.469 -1.995 0.0 -0.2 0.3 0.12
H -1.700 -1.523 -0.647 -0.3 0.4 -0.4 0.11
H 0.999 -2.775 -2.001 -0.2 -0.3 0.4 0.11
H -0.142 -2.878 -0.674 0.3 0.1 -0.3 0.10
O -1.328 -3.876 3.454 0.1 0.2 -0.2 -0.06
H -1.388 -3.710 4.395 0.0 0.1 0.2 0.03
H -1.580 -4.794 3.356 -0.1 -0.2 -0.1 0.03

=====

[4]
117
Properties=species:S:1:pos:R:3:forces:R:3:lowdin_charge:R:1 method="wB97M-V/def2-TZVPD" e_homo_ev=-9.09 gap_ev=9.54 smiles="CCCCCCC[C@@]1(N=C(C)C)OS(=O)(=O)O[C@@]1(CC)N(C)C(C)=O.CCCCCC.CCCCCC.CCCCCC"
C 6.641 4.165 1.312 -0.1 0.1 -0.5 -0.10
C 6.859 3.291 0.064 0.4 0.2 0.2 -0.26
C 7.074 1.821 0.409 -0.1 0.1 0.4 -0.22
C 5.821 1.072 0.895 0.3 -0.2 -0.5 -0.20
C 4.548 1.296 0.060 -0.4 -0.1 0.4 -0.17
C 3.380 1.981 0.820 0.3 0.1 -0.4 -0.15
C 1.997 1.344 0.569 0.3 0.5 0.0 -0.08
C 1.232 0.874 1.795 -0.5 -0.6 1.4 -0.37
N 1.539 -0.466 2.094 0.8 -0.2 -2.8 0.15
C 2.664 -1.054 2.206 -0.1 0.3 0.8 -0.32
C 3.683 -0.696 3.258 0.2 -0.2 -0.1 0.01
C 2.952 -2.236 1.323 -0.5 -0.3 0.4 -0.01
O 1.487 1.731 3.020 -0.1 -0.1 -0.3 -0.15
S 0.483 1.182 4.119 -0.5 1.3 1.7 0.60
O -0.203 2.245 4.779 0.0 0.3 -0.6 -0.23
O 1.168 0.324 5.027 0.2 -0.9 -0.8 -0.24
O -0.550 0.424 3.159 0.7 0.0 0.0 -0.16
C -0.328 0.961 1.790 -0.5 0.0 1.1 -0.36
C -1.034 -0.008 0.865 0.5 -0.5 -0.2 -0.12
C -0.758 0.138 -0.646 -0.9 -0.1 0.0 -0.06
N -0.870 2.325 1.932 -0.2 -0.4 -1.0 -0.04
C -2.315 2.316 2.220 -0.1 0.4 -0.1 -0.03
C -0.645 3.193 0.803 0.8 0.1 0.5 -0.48
C 0.431 4.216 1.009 0.1 -0.1 -0.4 0.03
O -1.312 3.155 -0.186 -0.6 0.0 -0.6 0.13
H 7.585 4.603 1.631 0.0 -0.1 0.2 0.07
H 6.204 3.604 2.137 0.0 0.0 0.1 0.07
H 5.975 4.995 1.075 0.0 0.0 0.1 0.07
H 6.052 3.450 -0.651 -0.1 -0.2 0.0 0.09
H 7.767 3.649 -0.427 -0.1 0.0 -0.2 0.10
H 7.794 1.800 1.233 0.1 -0.1 -0.1 0.11
H 7.541 1.274 -0.411 -0.1 0.1 -0.2 0.11
H 6.057 0.006 0.841 0.1 0.0 0.2 0.10
H 5.655 1.278 1.952 -0.1 0.2 0.0 0.08
H 4.196 0.331 -0.311 0.0 0.0 0.0 0.09
H 4.769 1.895 -0.821 0.1 -0.1 -0.1 0.10
H 3.623 2.063 1.876 -0.2 -0.1 0.1 0.10
H 3.332 3.007 0.451 0.0 0.1 0.2 0.11
H 2.110 0.474 -0.074 -0.1 -0.1 0.0 0.11
H 1.402 2.045 -0.010 -0.1 0.0 0.1 0.10
H 4.466 -1.449 3.310 0.1 0.0 0.0 0.08
H 3.167 -0.666 4.217 0.0 0.2 0.0 0.08
H 4.145 0.271 3.082 -0.1 0.1 0.0 0.07
H 2.171 -2.981 1.489 0.1 -0.1 -0.1 0.09
H 3.928 -2.672 1.511 0.0 -0.1 0.0 0.07
H 2.863 -1.931 0.280 0.0 0.1 0.0 0.07
H -0.664 -0.983 1.175 -0.1 0.0 0.1 0.11
H -2.101 -0.009 1.059 0.0 0.2 0.1 0.11
H -0.193 1.016 -0.930 0.2 -0.1 0.0 0.05
H -1.719 0.234 -1.151 0.0 0.1 -0.1 0.08
H -0.321 -0.778 -1.041 0.4 0.1 0.0 0.07
H -2.910 1.856 1.433 0.0 -0.2 0.1 0.09
H -2.634 3.357 2.270 0.0 0.0 0.1 0.10
H -2.501 1.875 3.193 0.1 -0.2 0.0 0.09
H 0.668 4.666 0.046 0.0 0.1 0.0 0.09
H 1.323 3.764 1.430 0.0 0.1 0.3 0.06
H 0.054 4.977 1.691 0.1 0.0 0.1 0.10
C -1.314 -3.345 -6.750 0.1 -0.1 0.1 -0.10
C -0.906 -3.754 -5.338 -0.1 0.0 0.0 -0.26
C -0.966 -2.605 -4.332 0.0 0.0 0.1 -0.23
C -0.024 -1.437 -4.627 0.0 0.0 0.0 -0.22
C 1.455 -1.808 -4.722 0.0 0.0 0.1 -0.26
C 2.019 -2.379 -3.423 0.0 0.0 -0.1 -0.11
H -0.647 -2.584 -7.160 0.0 0.0 0.0 0.07
H -1.286 -4.203 -7.422 0.0 0.0 0.0 0.07
H -2.331 -2.946 -6.757 0.0 0.0 0.0 0.06
H 0.097 -4.189 -5.357 0.0 0.0 0.0 0.10
H -1.574 -4.547 -4.994 0.0 0.0 0.0 0.11
H -0.757 -2.999 -3.333 0.0 0.0 0.0 0.10
H -1.991 -2.222 -4.293 0.0 0.0 0.0 0.10
H -0.148 -0.686 -3.840 0.0 0.0 0.0 0.10
H -0.327 -0.948 -5.557 0.0 0.0 0.0 0.09
H 2.019 -0.909 -4.984 0.0 0.0 0.0 0.11
H 1.618 -2.516 -5.538 0.0 0.0 0.0 0.10
H 1.900 -1.665 -2.604 0.0 0.0 0.0 0.06
H 3.083 -2.598 -3.524 0.0 0.0 0.0 0.07
H 1.521 -3.307 -3.139 0.0 0.0 0.0 0.07
C -7.719 -0.060 -7.565 0.0 0.1 0.0 -0.11
C -6.542 0.704 -8.162 -0.1 -0.1 0.0 -0.27
C -5.392 -0.198 -8.607 0.1 0.1 0.0 -0.23
C -4.737 -1.005 -7.485 -0.1 -0.1 0.0 -0.23
C -4.175 -0.176 -6.332 0.1 0.0 -0.1 -0.27
C -3.056 0.769 -6.756 -0.1 0.0 0.1 -0.11
H -7.433 -0.606 -6.665 0.0 0.0 0.0 0.06
H -8.526 0.621 -7.291 0.0 0.0 0.0 0.07
H -8.120 -0.780 -8.283 0.0 0.0 0.0 0.07
H -6.183 1.445 -7.442 0.0 0.0 0.0 0.10
H -6.892 1.270 -9.030 0.0 0.0 0.0 0.10
H -4.636 0.412 -9.108 0.0 0.0 0.0 0.10
H -5.762 -0.896 -9.365 0.0 0.0 0.0 0.11
H -3.929 -1.604 -7.916 0.0 0.0 0.0 0.10
H -5.459 -1.722 -7.084 0.0 0.0 0.0 0.10
H -3.785 -0.861 -5.573 0.0 0.0 0.0 0.09
H -4.973 0.391 -5.846 0.0 0.0 0.0 0.10
H -2.230 0.212 -7.205 0.0 0.0 0.0 0.07
H -2.665 1.312 -5.894 0.0 0.0 0.0 0.07
H -3.401 1.509 -7.480 0.0 0.0 0.0 0.07
C -2.585 -0.910 10.750 -0.1 0.0 -0.1 -0.11
C -2.608 -1.922 9.608 0.0 0.0 0.1 -0.27
C -1.217 -2.393 9.185 0.0 0.0 0.0 -0.23
C -0.303 -1.293 8.643 0.0 0.0 0.0 -0.22
C -0.854 -0.527 7.442 0.1 0.0 0.0 -0.26
C -1.087 -1.406 6.218 -0.2 0.0 0.1 -0.11
H -2.056 0.002 10.469 0.0 0.0 0.0 0.06
H -3.598 -0.625 11.037 0.0 0.0 0.0 0.07
H -2.094 -1.329 11.631 0.0 0.0 0.0 0.07
H -3.137 -1.496 8.752 0.0 0.0 0.0 0.10
H -3.188 -2.794 9.922 0.0 0.0 0.0 0.10
H -1.324 -3.182 8.435 0.0 0.0 0.0 0.10
H -0.727 -2.863 10.044 0.0 0.0 0.0 0.11
H 0.655 -1.744 8.365 0.0 0.0 0.0 0.11
H -0.076 -0.581 9.442 0.0 0.0 0.0 0.10
H -0.145 0.259 7.179 0.0 0.0 0.0 0.09
H -1.784 -0.018 7.711 0.0 0.0 0.0 0.10
H -0.161 -1.891 5.905 0.0 0.0 0.0 0.07
H -1.450 -0.812 5.379 0.0 0.0 0.0 0.06
H -1.833 -2.178 6.417 0.0 0.0 0.0 0.07